[1]
62
Properties=species:S:1:pos:R:3 method="wB97M-V/def2-TZVPD" homo_ha=-0.35815 relative_energy_kcal_mol=0.0 charge=+1 smiles="CC1=[NH+]CCN1C(c1ccc(N2CCCC2)cc1)c1ccc(N2CCCC2)cc1" multiplicity=1 lumo_ha=-0.0790
C -2.1059 3.8924 -2.0269
C -0.9690 2.9456 -2.3622
N -0.5857 2.9500 -3.6330
C 0.4876 2.0194 -3.8706
C 0.8377 1.6082 -2.4661
N -0.2308 2.0768 -1.6291
C 0.1381 1.6961 -0.0041
C 1.3975 0.8478 0.3158
C 1.6024 -0.4688 -0.1482
C 2.8459 -1.0861 -0.0070
C 3.8840 -0.5203 0.7700
N 5.1115 -1.1309 0.8539
C 5.9994 -1.0642 2.0004
C 7.0922 -2.1152 1.7410
C 6.9379 -2.5517 0.2703
C 5.5251 -2.1295 -0.1339
C 3.5865 0.6920 1.4276
C 2.3817 1.3500 1.1931
C -1.1174 1.0037 0.4408
C -2.3215 1.5407 0.0395
C -3.5188 0.8990 0.1942
C -3.5699 -0.3497 0.8485
N -4.7638 -0.9967 0.9416
C -5.1009 -1.9934 1.9590
C -6.5767 -2.3018 1.7228
C -6.9498 -1.6759 0.3629
C -5.8507 -0.6664 0.0499
C -2.3684 -0.8479 1.4068
C -1.1687 -0.2087 1.1634
H -2.1919 4.6786 -2.7921
H -3.0875 3.3935 -1.9970
H -1.9223 4.3992 -1.0778
H -1.0339 3.4952 -4.3661
H 1.3405 2.5084 -4.3311
H 0.1307 1.1994 -4.5029
H 1.7433 2.1317 -2.1225
H 1.0279 0.5407 -2.3576
H 0.3399 2.6786 0.5382
H 0.8102 -1.0471 -0.6452
H 3.0141 -2.0525 -0.4838
H 6.4323 -0.0608 2.1063
H 5.4846 -1.2925 2.9445
H 8.0948 -1.7185 1.9290
H 6.9408 -2.9906 2.3863
H 7.6665 -2.0327 -0.3668
H 7.0598 -3.6302 0.1284
H 4.8441 -3.0048 -0.1328
H 5.4967 -1.7034 -1.1517
H 4.3616 1.1357 2.0498
H 2.1769 2.2880 1.7163
H -2.3240 2.4763 -0.4970
H -4.4288 1.3567 -0.1959
H -4.9328 -1.5989 2.9766
H -4.4667 -2.8918 1.8563
H -7.1816 -1.8545 2.5178
H -6.7507 -3.3783 1.7328
H -6.9827 -2.4500 -0.4135
H -7.9157 -1.1671 0.4004
H -5.5340 -0.7209 -0.9984
H -6.2051 0.3546 0.2487
H -2.3853 -1.7971 1.9412
H -0.2510 -0.6593 1.5394


[2]
109
Properties=species:S:1:pos:R:3 method="wB97M-V/def2-TZVPD" homo_ha=-0.06470 relative_energy_kcal_mol=33.4 charge=-1 multiplicity=1 lumo_ha=0.0305
Ba -0.5320 0.4062 0.8251
C 2.7081 -0.2548 0.3987
N 1.7920 0.0622 -0.6984
C 2.2688 -0.4796 -1.9577
C 1.2562 -0.8437 -2.9965
N 0.2107 -1.6018 -2.8338
C -0.2935 -1.8069 -4.1107
C -1.3881 -2.5582 -4.5306
C -1.6600 -2.6025 -5.8868
C -0.8647 -1.9231 -6.8204
C 0.2308 -1.1798 -6.4240
C 0.4972 -1.1377 -5.0609
N 1.4706 -0.5160 -4.3116
C 2.0820 -0.1666 1.8149
N 1.0013 -1.1585 1.8361
C 1.3544 -2.1366 2.6814
C 0.6513 -3.3049 3.0380
C 1.1986 -4.1553 3.9903
C 2.4296 -3.8846 4.5941
C 3.1632 -2.7444 4.2431
C 2.6285 -1.8909 3.2922
N 3.1328 -0.7518 2.7159
H 2.9744 -1.3084 0.3045
H 3.6460 0.3154 0.3594
H 1.6861 1.0712 -0.7847
H 3.0131 0.1722 -2.4358
H 2.7742 -1.4178 -1.7229
H -1.9883 -3.0955 -3.8042
H -2.5083 -3.1768 -6.2368
H -1.1081 -1.9820 -7.8725
H 0.8453 -0.6575 -7.1483
H 2.2048 0.0790 -4.6496
H -0.3056 -3.5218 2.5756
H 0.6543 -5.0498 4.2771
H 2.8295 -4.5712 5.3320
H 4.1282 -2.5410 4.6933
H 3.7227 -0.1300 3.2420
Cl -3.5198 -5.1702 4.7524
C -3.3454 -3.6969 3.8251
C -2.5372 -2.6678 4.3299
C -2.3587 -1.5313 3.5933
Cl -1.3794 -0.2411 4.2139
C -2.9129 -1.3470 2.2747
O -2.6147 -0.3376 1.5748
C -3.8001 -2.3947 1.8453
C -4.5480 -2.3330 0.5988
O -4.5058 -1.4985 -0.2856
C -3.9776 -3.5510 2.6231
H -2.0480 -2.7806 5.2889
H -5.2231 -3.2076 0.4649
H -4.6147 -4.3462 2.2480
O 0.2419 2.6961 -1.3346
N -0.4032 3.6944 -0.9498
N -1.3168 3.4540 -0.0679
O -1.5905 2.2434 0.3610
C -2.0549 4.5595 0.4627
C -1.7371 5.8814 0.1553
C -2.4863 6.9077 0.7049
C -3.5474 6.6349 1.5601
C -3.8533 5.3168 1.8634
C -3.1119 4.2768 1.3195
H -0.9014 6.0848 -0.4991
H -2.2336 7.9358 0.4728
H -4.1215 7.4419 1.9987
H -4.6710 5.0896 2.5353
H -3.3171 3.2421 1.5573
C -4.7333 2.1991 -3.5069
C -3.7906 2.7227 -2.3901
N -2.5861 1.9130 -2.3331
C -1.9316 1.8660 -3.6299
C -2.8492 1.1400 -4.6487
N -4.1626 0.9026 -3.9798
C -4.0016 -0.0347 -2.8208
C -2.9167 0.5585 -1.8888
H -4.7713 2.8695 -4.3644
H -5.7475 2.0200 -3.1525
H -4.2744 2.6703 -1.4130
H -3.5284 3.7644 -2.5791
H -0.9849 1.3361 -3.5170
H -1.7006 2.8836 -3.9512
H -2.4556 0.1732 -4.9411
H -3.0397 1.7234 -5.5498
H -4.8153 0.4692 -4.6749
H -3.7361 -1.0139 -3.2036
H -4.9624 -0.1098 -2.3143
H -2.0094 -0.0508 -1.9170
H -3.2675 0.5777 -0.8581
C 2.9012 2.9331 1.1697
C 2.3360 2.4223 2.4999
C 1.3841 3.5149 3.0194
C 1.4732 1.1517 2.3057
C 3.4542 2.2674 3.5513
C 3.1492 1.8118 4.8414
C 4.1290 1.6266 5.8032
C 5.4613 1.9117 5.5168
C 5.7860 2.3837 4.2570
C 4.7949 2.5569 3.2909
H 2.0891 2.9924 0.4397
H 3.6755 2.2745 0.7684
H 3.3327 3.9351 1.2782
H 0.5847 3.6700 2.2882
H 1.9178 4.4603 3.1779
H 0.9174 3.2164 3.9618
H 1.1202 0.8673 3.3113
H 2.1228 1.5703 5.0912
H 3.8528 1.2406 6.7777
H 6.2314 1.7677 6.2669
H 6.8150 2.6218 4.0156
H 5.0902 2.9136 2.3123


[3]
137
Properties=species:S:1:pos:R:3 method="wB97M-V/def2-TZVPD" homo_ha="-0.45107 / -0.45070" charge=+2 multiplicity=1 lumo_ha="-0.1747 / -0.1759"
W 0.5787 -0.5582 -0.2476
C 2.8890 -1.7232 -2.0282
N 1.6511 -0.9347 -2.2618
C 0.8407 -1.6887 -3.2483
C 2.0671 0.3599 -2.8697
C 0.8790 1.2729 -3.0432
N 0.2830 1.5591 -1.7233
C -1.1500 1.4769 -1.6908
C -2.1858 -0.7960 -1.6259
C -3.3622 -0.5453 -2.2803
C -4.0610 -1.6302 -2.8225
C -3.5240 -2.8947 -2.6324
C -2.3334 -3.1659 -1.9426
C -1.6477 -2.0693 -1.4323
O -0.4476 -2.1118 -0.7897
C -1.9009 -4.6377 -1.8178
C -3.0222 -5.4164 -1.1099
C -1.6795 -5.2136 -3.2243
C -0.6213 -4.8744 -1.0076
C -5.3571 -1.3804 -3.5900
C -5.0597 -0.4612 -4.7844
C -5.9753 -2.6744 -4.1212
C -6.3787 -0.6967 -2.6708
C 0.8616 2.7975 -1.1576
C 0.5090 3.0770 0.2761
C 0.0320 4.3255 0.6262
C -0.0896 4.6967 1.9634
C 0.3783 3.7937 2.9090
C 0.8935 2.5267 2.6099
C 0.8519 2.1500 1.2641
O 1.1601 0.8841 0.8217
C 1.5864 1.7029 3.7109
C 0.8935 0.3601 3.9544
C 3.0373 1.4411 3.2794
C 1.6257 2.4500 5.0480
C -0.6682 6.0604 2.3322
C -2.1166 6.1333 1.8254
C 0.1615 7.1671 1.6650
C -0.6693 6.3017 3.8421
H 3.4226 -1.8504 -2.9737
H 2.6210 -2.7014 -1.6355
H 3.5312 -1.2010 -1.3214
H 1.3849 -1.7511 -4.1938
H -0.1242 -1.2178 -3.4168
H 0.6595 -2.6913 -2.8726
H 2.5464 0.1636 -3.8335
H 2.8113 0.8161 -2.2144
H 0.1288 0.8191 -3.6887
H 1.1927 2.2033 -3.5232
H -1.6121 1.4609 -2.6770
H -1.5766 2.2601 -1.0682
H -3.7397 0.4671 -2.3665
H -4.0573 -3.7391 -3.0426
H -3.9658 -5.3608 -1.6525
H -3.1782 -5.0245 -0.1026
H -2.7486 -6.4699 -1.0276
H -2.5779 -5.1523 -3.8381
H -1.3958 -6.2655 -3.1545
H -0.8797 -4.6798 -3.7436
H -0.7344 -4.5190 0.0179
H 0.2531 -4.3931 -1.4459
H -0.4313 -5.9492 -0.9774
H -4.3329 -0.9220 -5.4568
H -4.6673 0.5069 -4.4666
H -5.9745 -0.2751 -5.3488
H -5.3057 -3.1894 -4.8131
H -6.8905 -2.4379 -4.6644
H -6.2407 -3.3599 -3.3136
H -6.0038 0.2498 -2.2744
H -6.6438 -1.3456 -1.8333
H -7.2930 -0.4840 -3.2267
H 0.5765 3.6515 -1.7809
H 1.9470 2.6836 -1.2264
H -0.2182 5.0250 -0.1640
H 0.3630 4.0971 3.9421
H 0.9722 -0.2638 3.0711
H -0.1604 0.5040 4.2075
H 1.3735 -0.1523 4.7914
H 3.0913 0.8620 2.3589
H 3.5605 0.8933 4.0679
H 3.5614 2.3843 3.1100
H 0.6282 2.6203 5.4576
H 2.1390 3.4091 4.9641
H 2.1758 1.8439 5.7691
H -2.1702 5.9960 0.7436
H -2.5465 7.1085 2.0606
H -2.7326 5.3661 2.2998
H 0.1286 7.1024 0.5764
H 1.2053 7.1130 1.9797
H -0.2296 8.1460 1.9474
H -1.2743 5.5622 4.3712
H -1.0953 7.2841 4.0477
H 0.3416 6.2877 4.2542
C 3.1751 -4.2391 1.3321
N 1.8613 -3.8767 1.8677
C 1.2701 -4.8571 2.7750
C 1.2627 -2.7727 1.5003
O 1.7919 -1.9995 0.6402
C -0.0898 -2.4328 2.0768
O -0.4507 -1.1431 1.5940
C -1.8287 -0.7459 1.9123
C -2.7929 -1.7758 1.4527
O -1.4073 0.2082 -1.0340
N -4.0286 -1.4046 1.3626
C -5.0510 -2.3704 0.9471
C -4.5913 -0.0831 1.6803
H 3.0964 -5.1866 0.7993
H 3.5291 -3.4634 0.6636
H 3.8760 -4.3547 2.1578
H 1.0467 -5.7696 2.2221
H 1.9836 -5.0891 3.5637
H 0.3565 -4.4899 3.2291
H -0.8521 -3.1466 1.7573
H -0.0485 -2.4011 3.1685
H -1.8775 -0.6334 3.0020
H -1.9043 0.2446 1.4605
H -4.5704 -3.3253 0.7721
H -5.8122 -2.4667 1.7220
H -5.5209 -2.0180 0.0280
H -3.8425 0.6987 1.5894
H -5.4105 0.1318 0.9964
H -4.9827 -0.0831 2.6981
S 4.4092 1.1400 -0.1794
C 6.0350 1.6401 -0.1069
N 6.7226 1.5445 1.0352
C 8.0980 2.0011 1.2192
C 8.8345 1.9187 -0.1053
C 8.0353 2.6468 -1.1704
N 6.6649 2.1393 -1.1756
H 6.2016 1.2007 1.8237
H 8.5701 1.3651 1.9658
H 8.1054 3.0264 1.5981
H 8.9650 0.8736 -0.3913
H 9.8216 2.3676 -0.0094
H 8.4629 2.4810 -2.1575
H 8.0358 3.7234 -0.9811
H 6.1066 2.2219 -2.0066


[4]
20
Properties=species:S:1:pos:R:3 method="wB97M-V/def2-TZVPD" homo_ha=-0.30945 relative_energy_kcal_mol=77.9 smiles="C/C=N/C(=S)N(C)C(C)=S" multiplicity=1 lumo_ha=-0.0213
C 1.3264 -3.4722 0.7088
C 1.0899 -2.1333 -0.0703
N 1.6574 -1.1039 0.2985
C 1.7693 0.0752 -0.3554
S 3.3363 0.4728 -0.8794
N 0.6056 1.0649 -0.3508
C 0.9080 2.3824 0.2199
C -0.6912 0.6003 -0.4711
C -1.9089 1.1498 0.1385
S -0.9465 -0.6032 -1.6925
H 1.0303 -3.5204 1.8036
H 2.3051 -3.7902 0.7911
H 0.7612 -4.4005 0.4489
H 0.2688 -2.0799 -0.8664
H 0.6851 3.2379 -0.4393
H 0.6355 2.5512 1.2868
H 1.9939 2.4383 0.3409
H -2.7129 0.4533 -0.0745
H -2.4310 2.0771 0.0711
H -1.8808 0.9240 1.2506


The calculation returns the following E values, one per record and in order: -32414.108 -94780.507 -80795.461 -31031.509 eV.